Record 1
C39H38AuClN5O4Se | the ωB97M-V functional and the def2-TZVPD basis

Geometry as XYZ:
```
89
Properties=species:S:1:pos:R:3:mulliken_charge:R:1
Au 2.07831 0.56866 0.21540 0.5209
O 5.64904 2.28846 4.76408 -0.5310
C 5.20314 3.37495 4.17456 0.5456
O 5.50661 4.47613 4.54839 -0.5744
C 4.27203 3.19461 2.98908 -0.5524
C 3.73987 4.24289 2.25936 0.7740
Cl 4.00435 5.88310 2.56064 -0.1717
N 2.96623 3.74629 1.24534 0.1289
N 2.98721 2.38853 1.31328 -0.3151
C 3.76288 2.05159 2.34155 -0.0106
C 3.93729 0.56579 2.63464 0.8154
O 4.67776 0.20850 3.54759 -0.8359
O 3.24364 -0.22824 1.91196 -0.5067
C 2.17708 4.43330 0.22353 0.8274
C 1.41929 3.69267 -0.67920 1.3196
C 0.64444 4.30872 -1.64748 -0.6688
C 0.60587 5.69016 -1.74356 -0.6381
C 1.37017 6.43192 -0.86274 -0.9566
C 2.14951 5.82102 0.11063 -0.6279
H 5.31217 1.45833 4.33018 0.4387
H 1.42735 2.62418 -0.65108 -0.6247
H 0.07284 3.69274 -2.33487 0.3954
H -0.00250 6.17888 -2.49602 0.4215
H 1.37398 7.51384 -0.92444 0.3870
H 2.72386 6.44759 0.75836 0.3554
C -3.32822 -1.11471 3.20214 -0.7017
C -2.26689 -1.90189 3.98702 -0.6015
C -1.55604 -3.00158 3.19032 -0.7854
C -0.50744 -2.51116 2.19706 -1.2497
N -1.08966 -1.76487 1.06938 1.7187
C -0.99561 -0.43703 0.85094 -2.1562
Se -0.02504 0.76835 1.88531 0.1061
N -1.70015 -0.13831 -0.25980 2.1333
C -1.81091 1.19808 -0.88433 -0.8416
C -2.78956 2.11454 -0.16170 -0.7889
C -4.18885 1.52113 -0.02370 0.1510
C -5.11567 2.43083 0.77975 -1.5134
C -2.24162 -1.30891 -0.78212 0.7543
C -3.06014 -1.53886 -1.88498 -0.8329
C -3.43562 -2.84510 -2.11814 -0.8516
C -3.00807 -3.89551 -1.28540 -1.0439
C -2.21225 -3.66326 -0.18314 -0.6805
C -1.84907 -2.33998 0.05938 0.2631
H -3.99998 -0.59017 3.88322 0.5340
H -3.93805 -1.78150 2.58483 0.2140
H -2.88711 -0.35718 2.55061 0.0026
H -2.74982 -2.37804 4.84014 0.3681
H -1.51999 -1.21336 4.39430 0.2831
H -2.30111 -3.61644 2.67524 0.3371
H -1.02383 -3.66004 3.87948 0.4739
H 0.04266 -3.35504 1.78199 0.4849
H 0.20285 -1.85474 2.68925 0.4929
H -2.14344 1.03049 -1.90651 0.5678
H -0.81476 1.63056 -0.91902 -0.3281
H -2.83589 3.04897 -0.72852 0.5635
H -2.39450 2.35876 0.82319 0.2090
H -4.12786 0.54543 0.46956 0.0880
H -4.61443 1.35190 -1.01870 0.2655
H -4.71056 2.61133 1.77908 0.3316
H -6.10543 1.98520 0.89352 0.4050
H -5.23788 3.39883 0.28629 0.3732
H -3.40274 -0.73051 -2.52258 0.5161
H -4.08065 -3.06696 -2.96145 0.4761
H -3.31983 -4.90994 -1.51027 0.4676
H -1.89444 -4.46975 0.46789 0.5443
N 1.03366 -0.22202 -1.22714 -0.3052
C 1.18700 -1.33024 -1.81608 1.2002
C 0.42152 -1.55418 -3.07548 0.4294
C 0.06680 -2.84455 -3.44487 -0.2955
C -0.68685 -3.04864 -4.59211 -0.8723
C -1.08259 -1.96958 -5.37072 -0.5272
C -0.71965 -0.67525 -5.00432 -0.7477
C 0.02950 -0.46788 -3.85829 -0.3972
C 2.15472 -2.37688 -1.32978 -0.1203
C 2.32778 -2.62792 0.03426 0.4036
C 3.31898 -3.49682 0.46514 -1.2066
C 4.14442 -4.12007 -0.46594 -0.6025
C 3.96663 -3.88138 -1.82342 -0.7686
C 2.97649 -3.01306 -2.25899 -0.3475
H 0.36723 -3.69102 -2.83736 0.5194
H -0.95828 -4.05793 -4.88269 0.4367
H -1.67026 -2.13444 -6.26790 0.4293
H -1.00817 0.16750 -5.62235 0.4545
H 0.33344 0.53327 -3.56977 0.5239
H 1.68468 -2.14652 0.76330 0.2777
H 3.45508 -3.67096 1.52855 0.4745
H 4.93054 -4.78814 -0.13212 0.4291
H 4.60641 -4.37170 -2.55175 0.4222
H 2.85612 -2.81579 -3.31890 0.5245
```

Values from the calculation:
Net charge ... +1
Kohn-Sham gap (spin up / spin down) ... 5.3 / 5.3 eV
2S+1 ... 1
LUMO energy (spin up / spin down) ... -6.1 / -6.1 eV

---

Record 2
C39H38Cl2F6N2O9PS4Si2Ti | the ωB97M-V functional and the def2-TZVPD basis

Geometry as XYZ:
```
104
Properties=species:S:1:pos:R:3:mulliken_charge:R:1
Ti 0.47335 -0.56929 0.76690 -0.5430
C -3.62324 2.98025 3.86972 -1.2478
Si -2.38031 1.63055 3.48142 0.7650
C -0.66083 2.26462 3.78817 -0.7359
C -2.68091 0.10392 4.50643 0.5890
C -3.58532 0.20712 5.57141 -0.5485
C -3.84203 -0.86168 6.41330 -0.6350
C -3.18687 -2.06365 6.18242 -0.8042
C -2.29524 -2.17109 5.12681 -0.7209
C -2.00789 -1.10528 4.25759 0.3906
Si -0.78955 -1.64016 2.82321 1.5893
C 0.59882 -2.48309 3.83150 -1.5887
C -1.89442 -2.97077 2.00670 -1.1686
H -3.52124 3.33260 4.89945 0.3189
H -4.64532 2.63100 3.71682 0.3030
H -3.44918 3.82740 3.20324 0.2758
H -0.60755 2.51071 4.85451 0.5399
H -0.39816 3.14857 3.20653 0.2252
H 0.06066 1.47394 3.59197 -0.0029
H -4.10298 1.14400 5.74980 0.2813
H -4.54384 -0.75932 7.23295 0.3671
H -3.37357 -2.92217 6.81814 0.3773
H -1.81330 -3.12854 4.96451 0.1807
H 0.32516 -3.46960 4.21605 0.4556
H 0.86866 -1.84499 4.67890 0.3636
H 1.48491 -2.61246 3.20869 0.3880
H -1.78964 -3.94984 2.48315 0.3156
H -1.66633 -3.09511 0.94686 0.0794
H -2.94008 -2.65905 2.08464 0.4545
Cl -2.71487 1.15877 1.48201 -0.1144
O -0.83187 -0.56840 -0.65030 -0.1719
P -0.75338 -0.24980 -2.18870 2.6018
C -0.56658 1.53963 -2.46077 0.4510
C 0.09674 2.06629 -3.56374 -0.8302
C 0.27748 3.43601 -3.68081 -0.8646
C -0.20742 4.28965 -2.69790 -0.7296
C -0.87438 3.76850 -1.59741 -0.9181
C -1.05152 2.39679 -1.47791 -0.5522
C -0.61280 -1.02286 -3.88177 0.5410
C 0.25662 -2.02657 -4.29932 -0.3050
C 0.27138 -2.43841 -5.62670 -0.8721
C -0.55487 -1.84751 -6.56773 -0.6069
C -1.41288 -0.83258 -6.16923 -0.8557
C -1.45019 -0.44195 -4.83991 -0.3384
C -2.64442 -0.40142 -2.22231 0.5173
C -3.14385 -1.67281 -1.92384 -0.7427
C -4.50688 -1.91096 -1.87029 -0.6692
C -5.41110 -0.88131 -2.11114 -0.5962
C -4.93133 0.38343 -2.40752 -0.8844
C -3.55937 0.61686 -2.46452 -0.1479
H 0.51489 1.39977 -4.30655 0.6088
H 0.81932 3.83152 -4.53124 0.4091
H -0.06215 5.36027 -2.78873 0.3796
H -1.25305 4.42776 -0.82421 0.4799
H -1.54402 1.98746 -0.60559 0.0428
H 0.94185 -2.47261 -3.60070 0.3219
H 0.95951 -3.22281 -5.91731 0.4387
H -0.52875 -2.16929 -7.60266 0.3609
H -2.06342 -0.34576 -6.88651 0.4088
H -2.14113 0.34026 -4.55625 0.2740
H -2.45043 -2.48292 -1.71953 0.3867
H -4.86346 -2.90522 -1.62760 0.4269
H -6.47779 -1.06670 -2.06150 0.3566
H -5.62105 1.19978 -2.59148 0.4054
H -3.21108 1.61675 -2.69797 0.3245
O 1.85886 -1.71222 -1.95410 -0.1462
N 1.21951 -0.45469 -2.01534 -0.7961
C 4.71493 2.02548 -1.17262 -0.8394
O 4.48325 1.64830 -2.53319 -0.4927
C 3.34898 1.00943 -2.87248 0.6258
S 3.20627 0.35693 -4.35730 -0.3587
S 2.26282 0.72085 -1.51136 0.2653
H 5.71673 2.44890 -1.16158 0.3023
H 4.66574 1.15795 -0.51353 0.3640
H 3.99780 2.78029 -0.84341 0.3494
F 0.86783 -4.45613 1.57585 -0.1971
C 0.82737 -4.70943 0.25394 0.3866
F -0.41273 -5.17502 0.00049 -0.2488
F 1.65679 -5.75196 0.05457 -0.2773
S 1.24989 -3.14557 -0.86610 1.2586
O 1.39386 -2.27761 0.38221 -0.4203
O -0.01872 -3.20245 -1.57165 -0.6698
N 2.49035 -3.87514 -1.52532 -0.6040
S 3.94309 -4.03131 -1.01789 1.0452
O 4.13021 -3.85918 0.39775 -0.6683
O 4.55965 -5.15489 -1.67040 -0.7366
C 4.90254 -2.61676 -1.73669 0.5781
F 4.69535 -2.49107 -3.04633 -0.2235
F 4.63100 -1.45247 -1.14126 -0.1775
F 6.22167 -2.85114 -1.55316 -0.2787
Cl 4.91156 6.33477 2.22059 -0.2531
C 3.92952 4.90276 2.04315 0.4012
C 2.72275 4.99353 1.36825 -0.8112
C 1.95020 3.85080 1.22689 -0.0240
C 2.39071 2.64562 1.75593 -0.2090
C 3.60521 2.56977 2.42325 -0.4176
C 4.38480 3.70601 2.57434 -0.8054
C 1.58889 1.41272 1.53027 1.1102
O 2.03253 0.27676 1.85197 -0.4913
O 0.47279 1.47751 0.93878 0.0020
H 2.40518 5.93980 0.95284 0.4165
H 1.01650 3.87190 0.67872 0.3454
H 3.93291 1.61078 2.80285 0.4653
H 5.33587 3.66792 3.08691 0.4306
```

Values from the calculation:
Net charge ... -2
⟨S²⟩ ... 0.755
Kohn-Sham gap (spin up / spin down) ... 6.1 / 6.2 eV
2S+1 ... 2
LUMO energy (spin up / spin down) ... 3.4 / 3.4 eV

---

Energy relative to the best compared isomer or geometry (same formula, charge and spin): 230.94 527.04 (kJ/mol)